# 1
DFT (ωB97M-V/def2-TZVPD) results for the molecule C20H23N3O2.

ORCA input file:
```
! wB97M-V def2-TZVPD RIJCOSX def2/J DEFGRID3
* xyz 0 1
C 2.454 0.252 -1.328
C 1.741 1.525 -0.988
C 2.271 2.377 -0.028
C 1.621 3.542 0.336
C 0.423 3.875 -0.268
C -0.105 3.047 -1.241
C 0.542 1.877 -1.612
C -0.062 1.010 -2.689
N -0.593 -0.226 -2.149
C -0.415 -1.499 -2.814
C -1.277 -2.439 -1.964
N -2.200 -1.517 -1.342
C -3.196 -1.950 -0.393
C -2.602 -2.110 1.016
O -2.432 -3.195 1.536
N -2.300 -0.931 1.583
C -1.593 -0.838 2.845
C -0.118 -0.611 2.632
C 0.485 0.588 2.983
C 1.844 0.769 2.792
C 2.607 -0.241 2.234
C 2.007 -1.431 1.859
C 0.652 -1.616 2.059
C -1.702 -0.242 -1.355
O -2.179 0.705 -0.757
H 3.418 0.210 -0.828
H 2.617 0.164 -2.401
H 1.862 -0.602 -0.999
H 3.209 2.120 0.441
H 2.050 4.187 1.089
H -0.098 4.778 0.014
H -1.041 3.304 -1.714
H -0.862 1.569 -3.192
H 0.694 0.743 -3.431
H 0.638 -1.790 -2.828
H -0.780 -1.454 -3.851
H -1.814 -3.180 -2.561
H -0.678 -2.966 -1.208
H -3.602 -2.908 -0.724
H -3.989 -1.198 -0.370
H -2.368 -0.089 1.018
H -1.754 -1.788 3.364
H -2.027 -0.024 3.431
H -0.108 1.379 3.417
H 2.306 1.701 3.083
H 3.670 -0.104 2.094
H 2.601 -2.222 1.422
H 0.181 -2.550 1.787
*
```

Summary:
DFT total energy (Ha): -1090.73660
SMILES: Cc1ccccc1CN1CCN(CC(=O)NCc2ccccc2)C1=O
Strongest force on any atom (eV/A): 0.600
Energy above the lowest of the compared OMol25 structures with the same formula, charge and spin (eV): 0.024
LUMO level (eV): 0.7

---

# 2
DFT (ωB97M-V/def2-TZVPD) results for the molecule C20H23N3O3.

ORCA input file:
```
! wB97M-V def2-TZVPD RIJCOSX def2/J DEFGRID3
* xyz 0 1
C -2.677 1.012 3.172
C -3.475 1.066 1.896
C -4.860 0.997 1.948
C -5.583 1.081 0.774
N -5.027 1.238 -0.422
C -3.700 1.322 -0.490
C -3.116 1.511 -1.861
C -2.887 1.227 0.644
C -1.401 1.345 0.477
O -0.870 2.349 0.031
N -0.684 0.256 0.847
C 0.757 0.220 0.726
C 1.216 0.113 -0.731
C 0.831 -1.214 -1.371
C 1.604 -2.351 -0.766
C 1.060 -3.627 -0.670
C 1.786 -4.671 -0.121
C 3.072 -4.438 0.347
C 3.612 -3.167 0.269
C 2.889 -2.116 -0.284
C 3.525 -0.750 -0.321
N 2.651 0.293 -0.834
C 3.230 1.522 -1.016
O 4.414 1.699 -0.824
C 2.312 2.644 -1.499
O 3.067 3.807 -1.738
H -1.851 1.724 3.152
H -3.309 1.258 4.023
H -2.256 0.020 3.343
H -5.371 0.888 2.896
H -6.666 1.026 0.787
H -2.655 2.494 -1.946
H -2.341 0.769 -2.068
H -3.902 1.417 -2.604
H -1.174 -0.556 1.176
H 1.182 1.124 1.170
H 1.130 -0.628 1.305
H 0.718 0.901 -1.290
H -0.244 -1.387 -1.274
H 1.036 -1.145 -2.443
H 0.055 -3.806 -1.036
H 1.351 -5.660 -0.056
H 3.650 -5.245 0.778
H 4.613 -2.987 0.645
H 3.869 -0.487 0.687
H 4.423 -0.771 -0.940
H 1.829 2.323 -2.430
H 1.520 2.815 -0.765
H 2.646 4.545 -1.292
*
```

Summary:
DFT total energy (Ha): -1165.96103
SMILES: Cc1ccnc(C)c1C(=O)NC[C@@H]1Cc2ccccc2CN1C(=O)CO
Strongest force on any atom (eV/A): 0.248
Energy above the lowest of the compared OMol25 structures with the same formula, charge and spin (eV): 0.738
LUMO level (eV): 0.4

---

# 3
DFT (ωB97M-V/def2-TZVPD) results for the molecule C20H23N3O3.

ORCA input file:
```
! wB97M-V def2-TZVPD RIJCOSX def2/J DEFGRID3
* xyz 0 1
C 1.503 -4.053 1.220
C 1.860 -3.799 -0.219
C 2.840 -4.542 -0.865
C 3.131 -4.268 -2.188
N 2.518 -3.327 -2.903
C 1.569 -2.611 -2.303
C 0.859 -1.580 -3.135
C 1.223 -2.812 -0.964
C 0.132 -1.979 -0.358
O -1.053 -2.229 -0.510
N 0.559 -0.919 0.371
C -0.387 -0.001 0.974
C -1.028 0.931 -0.067
C -0.038 1.935 -0.644
C 0.369 2.950 0.390
C 1.624 3.553 0.351
C 1.997 4.484 1.304
C 1.111 4.815 2.322
C -0.132 4.211 2.372
C -0.517 3.281 1.409
C -1.890 2.666 1.517
N -2.155 1.645 0.511
C -3.441 1.161 0.480
O -4.306 1.633 1.185
C -3.717 0.027 -0.507
O -5.086 -0.294 -0.503
H 0.429 -3.961 1.383
H 1.814 -5.051 1.523
H 2.000 -3.335 1.875
H 3.367 -5.331 -0.343
H 3.896 -4.834 -2.708
H -0.168 -1.895 -3.332
H 0.810 -0.616 -2.624
H 1.380 -1.458 -4.081
H 1.548 -0.748 0.439
H -1.176 -0.581 1.456
H 0.131 0.577 1.741
H -1.394 0.303 -0.876
H 0.842 1.413 -1.026
H -0.508 2.431 -1.498
H 2.313 3.285 -0.443
H 2.974 4.946 1.259
H 1.393 5.538 3.077
H -0.824 4.463 3.169
H -2.029 2.253 2.523
H -2.651 3.440 1.413
H -3.419 0.363 -1.508
H -3.090 -0.834 -0.260
H -5.181 -1.243 -0.400
*
```

Summary:
DFT total energy (Ha): -1165.96211
SMILES: Cc1ccnc(C)c1C(=O)NC[C@@H]1Cc2ccccc2CN1C(=O)CO
Strongest force on any atom (eV/A): 0.026
Energy above the lowest of the compared OMol25 structures with the same formula, charge and spin (eV): 0.708
LUMO level (eV): 0.4

---

# 4
DFT (ωB97M-V/def2-TZVPD) results for the molecule C20H23N3O3S2 in a non-equilibrium geometry.

ORCA input file:
```
! wB97M-V def2-TZVPD RIJCOSX def2/J DEFGRID3
* xyz 0 1
C 3.789 3.848 -0.897
C 3.412 2.495 -1.489
C 3.974 1.312 -0.701
C 3.411 1.180 0.714
N 1.970 0.940 0.714
C 1.132 2.016 0.944
O 1.544 3.056 1.403
C -0.293 1.813 0.558
C -0.619 1.367 -0.723
C -1.941 1.137 -1.051
C -2.922 1.358 -0.102
S -4.581 0.759 -0.425
O -5.511 1.449 0.414
O -4.806 0.720 -1.838
N -4.500 -0.825 0.112
C -3.671 -1.694 -0.682
C -4.367 -0.974 1.539
C -2.618 1.863 1.147
C -1.297 2.112 1.473
C 1.563 -0.347 0.508
N 2.289 -1.224 -0.074
C 1.724 -2.465 -0.072
C 2.268 -3.608 -0.648
C 1.562 -4.791 -0.573
C 0.325 -4.852 0.063
C -0.234 -3.728 0.643
C 0.473 -2.542 0.576
S 0.035 -0.974 1.201
H 3.486 4.647 -1.570
H 4.864 3.914 -0.749
H 3.292 4.008 0.056
H 3.793 2.431 -2.511
H 2.323 2.419 -1.543
H 3.768 0.384 -1.237
H 5.057 1.420 -0.616
H 3.574 2.097 1.283
H 3.894 0.343 1.221
H 0.161 1.179 -1.447
H -2.229 0.783 -2.028
H -3.835 -1.436 -1.725
H -3.971 -2.729 -0.516
H -2.605 -1.589 -0.438
H -4.713 -1.967 1.830
H -3.329 -0.845 1.874
H -5.000 -0.224 2.004
H -3.420 2.056 1.842
H -1.027 2.502 2.443
H 3.226 -3.548 -1.138
H 1.974 -5.685 -1.015
H -0.206 -5.790 0.107
H -1.190 -3.772 1.140
*
```

Summary:
DFT total energy (Ha): -1962.30651
SMILES: CCCCN(C(=O)c1ccc(S(=O)(=O)N(C)C)cc1)c1nc2ccccc2s1
Strongest force on any atom (eV/A): 1.432
Energy above the lowest of the compared OMol25 structures with the same formula, charge and spin (eV): 0.926
LUMO level (eV): -0.2

---

# 5
DFT (ωB97M-V/def2-TZVPD) results for the molecule C20H23N3O4.

ORCA input file:
```
! wB97M-V def2-TZVPD RIJCOSX def2/J DEFGRID3
* xyz 0 1
C 6.050 0.843 -2.852
C 6.349 -0.264 -1.851
O 5.313 -0.388 -0.877
C 4.232 -1.102 -1.256
O 4.098 -1.631 -2.335
N 3.317 -1.169 -0.260
C 2.037 -1.795 -0.502
C 0.918 -0.850 -0.072
N 1.058 -0.518 1.333
C 0.012 -0.295 2.152
C -1.363 -0.023 2.048
N -2.239 0.359 1.108
C -1.830 0.876 -0.182
C -2.841 1.895 -0.713
C -4.183 1.233 -0.777
C -5.016 1.269 -1.883
C -6.228 0.600 -1.855
C -6.602 -0.115 -0.730
C -5.768 -0.164 0.374
C -4.559 0.512 0.354
C -3.625 0.542 1.525
C -1.554 -0.231 3.497
O -2.518 -0.383 4.214
C -0.055 -0.330 3.621
O 0.770 -0.314 4.509
C 2.345 -0.814 1.937
C 3.464 -0.430 0.980
H 6.887 0.953 -3.534
H 5.160 0.591 -3.424
H 5.886 1.786 -2.335
H 6.465 -1.220 -2.371
H 7.249 -0.041 -1.274
H 1.965 -2.742 0.044
H 1.972 -2.008 -1.571
H 0.978 0.062 -0.681
H -0.052 -1.324 -0.246
H -1.761 0.053 -0.907
H -0.844 1.338 -0.083
H -2.881 2.755 -0.038
H -2.524 2.246 -1.696
H -4.719 1.823 -2.762
H -6.880 0.634 -2.716
H -7.546 -0.639 -0.714
H -6.056 -0.722 1.252
H -3.876 -0.233 2.251
H -3.728 1.514 2.034
H 2.433 -0.248 2.865
H 2.422 -1.879 2.189
H 4.434 -0.661 1.427
H 3.434 0.648 0.779
*
```

Summary:
DFT total energy (Ha): -1241.14435
SMILES: CCOC(=O)N1CCN(c2c(N3CCc4ccccc4C3)c(=O)c2=O)CC1
Strongest force on any atom (eV/A): 0.891
Energy above the lowest of the compared OMol25 structures with the same formula, charge and spin (eV): 3.671
LUMO level (eV): 0.4

---

# 6
DFT (ωB97M-V/def2-TZVPD) results for the molecule C20H23N3O6 in a non-equilibrium geometry.

ORCA input file:
```
! wB97M-V def2-TZVPD RIJCOSX def2/J DEFGRID3
* xyz 0 1
C -5.194 -0.910 2.764
C -4.892 -1.694 1.502
O -3.982 -0.930 0.706
C -3.841 -1.295 -0.567
O -4.388 -2.246 -1.060
C -2.939 -0.330 -1.332
C -2.149 -1.056 -2.420
C -1.062 -1.920 -1.792
C -0.173 -1.036 -0.926
C -1.009 -0.347 0.155
N -2.078 0.426 -0.439
C -2.455 1.693 -0.150
O -3.412 2.210 -0.700
C -1.654 2.507 0.858
C -0.658 3.424 0.126
C 0.482 2.665 -0.432
N 0.726 2.383 -1.668
N 1.861 1.662 -1.700
C 2.270 1.530 -0.473
C 3.437 0.814 -0.017
C 3.744 0.764 1.340
C 4.862 0.079 1.802
C 5.647 -0.546 0.862
C 5.339 -0.497 -0.504
C 4.241 0.173 -0.973
O 6.280 -1.199 -1.202
C 7.195 -1.687 -0.244
O 6.784 -1.275 1.044
O 1.430 2.152 0.392
H -4.281 -0.741 3.330
H -5.896 -1.464 3.380
H -5.626 0.054 2.508
H -5.799 -1.880 0.917
H -4.430 -2.661 1.733
H -3.617 0.404 -1.792
H -2.843 -1.669 -2.995
H -1.694 -0.317 -3.081
H -0.468 -2.400 -2.571
H -1.520 -2.703 -1.184
H 0.613 -1.622 -0.446
H 0.300 -0.285 -1.560
H -0.366 0.290 0.758
H -1.444 -1.110 0.815
H -2.380 3.144 1.367
H -1.148 1.899 1.605
H -0.273 4.168 0.827
H -1.168 3.927 -0.695
H 3.104 1.270 2.045
H 5.107 0.037 2.850
H 3.989 0.222 -2.018
H 8.200 -1.288 -0.454
H 7.225 -2.787 -0.286
*
```

Summary:
DFT total energy (Ha): -1391.65248
SMILES: CCOC(=O)[C@@H]1CCCCN1C(=O)CCc1nnc(-c2ccc3c(c2)OCO3)o1
Strongest force on any atom (eV/A): 1.617
Energy above the lowest of the compared OMol25 structures with the same formula, charge and spin (eV): 2.854
LUMO level (eV): 0.4

---

# 7
DFT (ωB97M-V/def2-TZVPD) results for the molecule C20H23N3O6 in a non-equilibrium geometry.

ORCA input file:
```
! wB97M-V def2-TZVPD RIJCOSX def2/J DEFGRID3
* xyz 0 1
C 4.743 2.134 2.876
C 4.751 1.592 1.454
O 3.426 1.302 0.999
C 2.904 0.130 1.358
O 3.476 -0.693 2.023
C 1.499 -0.028 0.784
C 0.580 1.124 1.203
C 0.246 1.026 2.688
C -0.369 -0.341 2.975
C 0.607 -1.443 2.558
N 0.932 -1.311 1.154
C 0.854 -2.262 0.194
O 1.185 -2.031 -0.955
C 0.297 -3.627 0.575
C -1.240 -3.600 0.647
C -1.788 -3.056 -0.618
N -2.228 -3.716 -1.638
N -2.578 -2.817 -2.574
C -2.335 -1.638 -2.084
C -2.554 -0.364 -2.726
C -3.055 -0.336 -4.025
C -3.280 0.866 -4.684
C -2.987 2.023 -3.999
C -2.483 1.997 -2.695
C -2.257 0.820 -2.033
O -2.286 3.280 -2.259
C -2.675 4.116 -3.328
O -3.116 3.320 -4.407
O -1.837 -1.722 -0.825
H 5.752 2.414 3.164
H 4.382 1.372 3.563
H 4.099 3.007 2.943
H 5.351 0.679 1.398
H 5.133 2.334 0.751
H 1.607 -0.038 -0.309
H 1.070 2.070 0.973
H -0.340 1.064 0.620
H -0.448 1.821 2.967
H 1.155 1.147 3.281
H -0.597 -0.444 4.036
H -1.299 -0.444 2.411
H 0.174 -2.420 2.759
H 1.530 -1.353 3.141
H 0.592 -4.310 -0.223
H 0.718 -3.987 1.513
H -1.580 -2.974 1.474
H -1.620 -4.613 0.776
H -3.263 -1.275 -4.510
H -3.667 0.898 -5.688
H -1.870 0.798 -1.030
H -1.818 4.729 -3.648
H -3.493 4.778 -3.000
*
```

Summary:
DFT total energy (Ha): -1391.64961
SMILES: CCOC(=O)[C@@H]1CCCCN1C(=O)CCc1nnc(-c2ccc3c(c2)OCO3)o1
Strongest force on any atom (eV/A): 1.600
Energy above the lowest of the compared OMol25 structures with the same formula, charge and spin (eV): 2.932
LUMO level (eV): 0.6

---

# 8
DFT (ωB97M-V/def2-TZVPD) results for a cluster of 2 separate species, C20H23N4O3 in total in a non-equilibrium geometry.

ORCA input file:
```
! wB97M-V def2-TZVPD RIJCOSX def2/J DEFGRID3
* xyz -1 1
C -5.610 1.404 0.737
C -4.692 0.456 -0.019
C -5.069 -0.683 -0.751
C -4.267 -1.188 -1.858
O -3.040 -1.426 -1.785
N -4.974 -1.413 -3.051
C -4.424 -2.308 -4.046
C -6.148 -0.624 -3.405
N -3.371 0.741 -0.103
N -2.734 1.202 0.908
C -1.592 0.406 1.277
N -1.409 -0.734 0.505
C -0.424 -1.704 0.730
C -0.069 -2.590 -0.312
C 0.901 -3.559 -0.082
C 1.725 -3.478 1.057
C 1.327 -2.661 2.121
C 0.187 -1.847 1.999
O -0.948 0.775 2.254
H -6.136 2.176 0.116
H -6.398 0.843 1.275
H -5.009 1.966 1.480
H -6.086 -1.068 -0.521
H -3.629 -2.910 -3.606
H -5.202 -3.001 -4.387
H -4.024 -1.801 -4.935
H -6.180 0.251 -2.742
H -6.096 -0.258 -4.446
H -7.063 -1.225 -3.288
H -1.980 -0.863 -0.359
H -0.589 -2.470 -1.268
H 1.021 -4.355 -0.812
H 2.660 -4.044 1.114
H 1.886 -2.647 3.059
H -0.207 -1.296 2.864
C -3.978 -8.765 0.041
C -3.247 -7.484 -0.355
C -1.913 -7.571 -0.745
C -1.351 -6.450 -1.385
C -2.114 -5.352 -1.777
C -3.455 -5.119 -1.194
O -4.144 -4.097 -1.467
C -3.839 -6.221 -0.313
H -4.780 -8.553 0.755
H -4.439 -9.248 -0.840
H -3.299 -9.502 0.498
H -1.323 -8.470 -0.509
H -0.277 -6.480 -1.556
H -1.691 -4.617 -2.478
H -4.689 -6.071 0.348
*
```

Summary:
DFT total energy (Ha): -1220.57974
Strongest force on any atom (eV/A): 3.996
Energy above the lowest of the compared OMol25 structures with the same formula, charge and spin (eV): 0.881
LUMO level (eV): 0.9